1.
{"formula": "C4H10N2O", "method": "ωB97M-V/def2-TZVPD", "species": ["O", "N", "N", "C", "C", "C", "C", "H", "H", "H", "H", "H", "H", "H", "H", "H", "H"], "positions_angstrom": [[-1.594484, 0.756352, 0.219918], [0.108982, -1.904594, -0.235723], [0.381318, -0.733712, -0.859702], [-0.562409, 1.712965, 0.319539], [-1.043253, -2.312034, 0.084888], [1.424418, 0.176884, -0.319299], [0.746488, 1.027897, 0.866942], [-0.429274, 2.234045, -0.703941], [-1.255174, 0.139564, -0.445113], [0.464365, -0.952754, -1.917297], [-1.949740, -1.883580, -0.343042], [2.326648, -0.445483, -0.109315], [1.399556, 1.830477, 1.262829], [0.471218, 0.227735, 1.610890], [1.573390, 0.850167, -1.175753], [-0.909116, 2.411305, 1.058494], [-1.152932, -3.135234, 0.685686]], "forces_ev_per_angstrom": [[-0.5, 0.2, -0.1], [1.6, -2.0, 3.4], [-1.5, 1.1, -4.4], [0.7, -0.7, -0.5], [0.1, 2.5, -2.8], [-0.9, -0.3, 0.1], [0.1, -1.0, -1.5], [0.2, -0.6, 1.6], [0.0, -0.1, 0.0], [0.1, 0.8, 2.4], [-0.2, 0.3, 0.2], [-0.4, 0.9, 0.4], [0.0, -0.8, -0.1], [0.2, 1.3, -0.2], [0.4, -0.1, 0.4], [0.0, 0.6, 0.2], [0.0, -2.1, 1.3]], "nbo_charge": [-0.7529, -0.2870, -0.5418, -0.0658, -0.0414, -0.2132, -0.4429, 0.1533, 0.4747, 0.3813, 0.1436, 0.1966, 0.2144, 0.2230, 0.1961, 0.1838, 0.1781], "orbital_gap_ev": 9.2, "relative_energy_kcal_mol": 92.42, "e_lumo_ev": 0.982, "smiles": "C=NNCCCO"}


2.
{"formula": "C29H46B3IN2O11S", "method": "ωB97M-V/def2-TZVPD", "species": ["I", "S", "O", "O", "O", "O", "O", "O", "O", "O", "O", "O", "O", "N", "N", "C", "C", "C", "C", "C", "C", "C", "C", "C", "C", "C", "C", "C", "C", "C", "C", "C", "C", "C", "C", "C", "C", "C", "C", "C", "C", "C", "C", "C", "B", "B", "B", "H", "H", "H", "H", "H", "H", "H", "H", "H", "H", "H", "H", "H", "H", "H", "H", "H", "H", "H", "H", "H", "H", "H", "H", "H", "H", "H", "H", "H", "H", "H", "H", "H", "H", "H", "H", "H", "H", "H", "H", "H", "H", "H", "H", "H", "H"], "positions_angstrom": [[3.162148, 1.915054, -1.968001], [-2.143795, -2.457676, -0.146596], [-0.445616, 1.762874, -2.688295], [0.244371, -3.410316, -0.860759], [-2.393114, -3.801387, 0.259653], [1.564781, 0.245089, -3.798853], [1.414912, -2.411678, -3.264027], [-0.454173, 2.673348, -3.792048], [-2.655728, -1.394108, 0.677376], [-0.782801, 0.560331, 0.560054], [1.564217, -1.294501, 1.106128], [-0.906461, -2.788390, -3.589693], [-2.777372, -2.325705, -1.576422], [-3.799501, 4.378842, 2.614590], [5.790120, 5.375770, 0.817546], [-0.136928, -1.176022, -1.620511], [-4.015985, -0.331129, -1.822236], [-1.373346, -0.235045, -1.837588], [4.329807, 7.145936, 1.503165], [-1.644669, 3.366658, -0.318332], [5.515198, 6.430569, 1.580888], [-3.510215, 3.857476, 3.804797], [-0.391491, -2.190272, 2.437176], [-4.911644, 0.005606, -2.739805], [1.745596, -4.873530, 0.504517], [0.667091, -2.539768, 3.510936], [-3.695131, 5.699605, 2.485843], [-3.305049, 6.543211, 3.515261], [3.044781, -4.738260, -1.722093], [-2.701238, -0.994850, -2.150111], [2.640850, -5.604058, -0.511718], [-3.113913, 4.612296, 4.898757], [3.378392, 6.746046, 0.578692], [2.109039, -6.961140, -0.970369], [3.649157, 5.651282, -0.225972], [1.175315, -0.371527, -1.456152], [1.726727, 0.373300, -2.644228], [-1.221042, 0.646573, -3.082121], [-2.458077, 2.071579, -0.584538], [1.588356, -5.730372, 1.768975], [4.865539, 5.002724, -0.064167], [-3.008944, 5.985505, 4.748471], [0.332158, -4.547744, 0.009425], [-0.358362, -2.188464, -0.417929], [-1.523600, 0.813143, -0.608696], [0.292751, -1.814027, 1.054947], [0.130385, -2.177137, -2.886610], [1.613344, -0.418102, 1.501116], [1.501371, -3.262508, -3.706218], [-0.018632, -5.402690, -0.574925], [0.863496, -6.533779, 1.618267], [-3.601165, 2.779418, 3.884007], [-0.942910, -1.308736, 2.777986], [1.149553, 0.314707, -0.618869], [2.440938, 7.279614, 0.486135], [4.160425, 7.994886, 2.151502], [-4.603788, 0.259709, -3.749189], [-1.409029, 0.352433, 1.265785], [-3.204578, 1.949488, 0.209465], [-0.541813, 3.517591, -3.328338], [-2.715932, -1.174824, -3.223400], [6.285053, 6.715255, 2.289891], [-3.236482, 7.609810, 3.350774], [-2.213280, 1.009578, -3.375846], [4.124175, -4.773767, -1.871415], [2.867528, -7.504125, -1.533739], [1.047029, -1.656109, 4.019761], [1.497117, -3.097419, 3.078958], [1.978210, -1.065262, -1.193588], [-0.348018, -4.517048, 0.855876], [0.221368, -3.194039, 4.262523], [-0.588341, 3.228686, -0.553550], [-1.772488, 3.733323, 0.696795], [3.576199, -5.808488, 0.020697], [1.266204, -6.821490, -1.655765], [-2.701832, 6.609791, 5.577561], [2.778383, -3.696900, -1.557279], [1.267424, -5.139236, 2.625558], [-0.807519, 0.142572, -3.960559], [-3.936905, 6.099778, 1.507124], [-2.003590, 4.148536, -0.991885], [-1.181083, -3.609120, -3.167497], [-1.070919, -3.035865, 2.339411], [-2.893668, 4.132588, 5.842529], [5.117704, 4.138372, -0.669412], [-3.019204, 2.181265, -1.512574], [2.576499, -5.098037, -2.641110], [-4.235250, -0.154516, -0.774974], [-5.967477, 0.011600, -2.503759], [2.936585, 5.302393, -0.961235], [1.738251, -7.579474, -0.153281], [2.269413, -3.956344, 0.798162], [2.534140, -6.209225, 2.029200]], "forces_ev_per_angstrom": [[0.0, 0.0, 0.1], [-0.3, -0.1, 0.3], [0.1, 0.0, 0.0], [-0.4, 0.1, -0.2], [0.0, -0.1, -0.1], [0.1, -0.1, 0.0], [0.1, -0.1, 0.3], [0.1, 0.0, 0.0], [0.0, 0.1, -0.1], [0.0, -0.4, -0.3], [-0.1, 0.0, -0.6], [0.3, -0.1, 0.1], [0.2, 0.0, -0.1], [0.0, 0.0, 0.0], [0.0, 0.0, 0.0], [-0.1, -0.3, -1.0], [0.1, 0.3, 0.3], [0.4, 0.4, 0.3], [0.0, 0.0, 0.0], [-0.2, 0.0, -0.4], [0.0, 0.0, 0.0], [0.0, 0.0, 0.0], [0.7, -0.1, 0.0], [0.1, -0.1, -0.1], [-0.1, -0.2, 0.2], [-0.4, -0.3, -0.1], [0.0, 0.0, 0.0], [0.0, 0.0, 0.0], [0.0, 0.0, 0.3], [0.0, 0.8, -0.5], [0.5, 0.0, -0.1], [0.0, 0.0, 0.0], [0.0, 0.0, 0.0], [-0.5, 0.2, -0.2], [0.0, 0.0, 0.0], [0.1, -0.1, 0.5], [-0.1, 0.1, -0.2], [-0.6, 0.2, -0.1], [-0.1, 0.1, -0.1], [0.1, -0.1, -0.1], [0.0, 0.0, 0.0], [0.0, 0.0, 0.0], [0.4, -0.7, 0.0], [0.9, 0.1, 0.5], [-0.2, -0.3, 0.6], [-0.4, 0.4, 0.3], [-0.2, -0.3, 0.1], [0.2, -0.2, 0.3], [0.0, 0.2, -0.3], [-0.1, 0.1, -0.1], [-0.1, 0.0, 0.0], [0.0, 0.0, 0.0], [-0.3, -0.2, 0.0], [-0.1, 0.2, -0.1], [0.0, 0.0, 0.0], [0.0, 0.0, 0.0], [-0.2, -0.9, -0.3], [0.0, 0.4, 0.1], [0.0, 0.0, 0.0], [0.0, 0.0, 0.1], [0.1, -0.3, 0.0], [0.0, 0.0, 0.0], [0.0, 0.0, 0.0], [0.0, 0.1, 0.1], [0.0, -0.1, -0.1], [0.1, 0.0, 0.1], [0.1, 0.0, -0.1], [0.1, 0.2, 0.0], [0.0, 0.0, -0.1], [0.0, 0.5, 0.0], [0.0, 0.1, 0.1], [0.1, 0.0, 0.2], [0.2, -0.1, 0.1], [-0.1, 0.0, 0.2], [0.0, 0.0, 0.0], [0.0, 0.0, 0.0], [0.0, 0.0, -0.1], [-0.1, 0.0, 0.0], [0.3, 0.0, 0.1], [0.0, 0.0, 0.0], [0.0, 0.1, 0.1], [-0.3, 0.1, 0.0], [-0.3, 0.3, 0.0], [0.0, 0.0, 0.0], [0.0, 0.0, 0.0], [0.0, 0.0, 0.0], [-0.1, 0.1, 0.0], [-0.3, -0.8, 0.1], [0.0, 1.0, 0.2], [0.0, 0.0, 0.0], [0.2, -0.1, 0.0], [-0.1, 0.1, -0.1], [0.0, 0.1, 0.0]], "lowdin_charge": [0.8088, 0.7142, -0.1896, -0.0847, -0.2170, 0.0629, 0.1888, 0.0293, -0.2267, 0.1153, 0.1365, 0.1660, -0.1486, 0.0518, 0.0540, -0.1308, -0.1174, -0.1722, -0.0791, -0.0819, -0.1600, -0.1564, -0.1345, 0.0511, -0.3048, -0.0964, -0.1580, -0.0732, -0.0458, -0.2511, -0.3851, -0.0734, -0.0840, -0.0717, -0.0811, -0.1570, -0.7509, -0.1301, -0.1221, -0.0535, -0.1680, -0.0805, -0.1352, -0.2436, -0.4133, -0.4284, -0.6214, 0.1344, 0.1187, 0.1379, 0.0845, 0.1020, 0.1088, 0.0767, 0.1031, 0.0984, 0.0716, 0.1081, 0.1145, 0.1080, 0.1490, 0.1012, 0.1007, 0.1357, 0.0813, 0.0834, 0.0757, 0.0523, 0.1387, 0.1057, 0.0762, 0.0651, 0.0552, 0.1283, 0.0747, 0.1052, 0.0654, 0.0619, 0.1473, 0.1037, 0.0724, 0.1171, 0.0902, 0.1009, 0.0638, 0.0941, 0.0752, 0.1125, 0.0663, 0.0809, 0.0714, 0.1419, 0.0886], "orbital_gap_ev": 9.5, "e_lumo_ev": 0.253, "smiles": "C=C[C@@H]1OS(=O)(=O)[C@](OC[C@@H](C)C(C)C)(B(O)CC)[C@@](CC(=O)I)(B(O)O)[C@]1(COO)B(O)CC.c1ccncc1.c1ccncc1"}


3.
{"formula": "C14H25Cl3OV", "method": "ωB97M-V/def2-TZVPD", "species": ["V", "Cl", "Cl", "Cl", "O", "C", "C", "C", "C", "C", "C", "C", "C", "C", "C", "C", "C", "C", "C", "H", "H", "H", "H", "H", "H", "H", "H", "H", "H", "H", "H", "H", "H", "H", "H", "H", "H", "H", "H", "H", "H", "H", "H", "H"], "positions_angstrom": [[0.000000, 0.000000, 0.000000], [0.097900, 2.360100, 0.363500], [0.074000, -2.149300, 1.131100], [-2.170400, 0.149300, 0.935600], [2.814800, 4.293900, 0.340400], [0.961400, -0.302100, 3.342400], [-1.380700, -0.345200, -2.062800], [1.297800, 0.325600, 1.945600], [-1.033700, 2.145800, -2.570400], [-1.040400, -2.868500, -1.735400], [-0.553000, 0.790700, -2.213400], [0.816900, 0.369900, -2.100900], [-0.467200, -0.000100, 3.825200], [2.014200, 1.220900, -2.316200], [2.003800, -1.924200, -1.803700], [-0.557200, -1.471400, -1.835700], [0.812300, -1.040300, -1.865000], [-2.857200, -0.362300, -2.173500], [1.947300, 0.204900, 4.405800], [2.988800, -0.044400, 4.114200], [-0.271300, 2.899100, -2.416100], [-0.666700, 1.090500, 3.849100], [2.317900, -0.016700, 1.662900], [-3.293100, 0.581600, -1.863300], [-1.900900, 2.430600, -1.981900], [1.424000, 1.406900, 2.159500], [1.083200, -1.400000, 3.323600], [-1.900700, -2.948700, -1.077400], [2.869700, 0.848600, -1.761900], [-0.625700, -0.416900, 4.844700], [1.856800, 1.304200, 4.535700], [-1.320800, 2.158100, -3.623900], [-1.339600, -3.216700, -2.726100], [2.886300, -1.377200, -1.486800], [3.769000, 4.289800, 0.520700], [1.739000, -0.280500, 5.385200], [1.837300, 2.240300, -1.989700], [-0.274800, -3.534800, -1.357000], [2.275900, 1.237900, -3.375700], [1.854300, -2.745800, -1.109700], [-1.203300, -0.512400, 3.189700], [2.207800, -2.344900, -2.789700], [-3.295600, -1.145100, -1.563300], [-3.144700, -0.542300, -3.211500]], "forces_ev_per_angstrom": [[-0.3, 0.9, 1.7], [-0.1, -0.6, -0.6], [0.2, -0.4, -0.5], [-0.1, -0.1, -0.5], [0.5, 0.2, -0.1], [-0.2, -0.3, -0.2], [0.8, 0.1, 0.1], [0.5, 0.3, 1.3], [0.0, 0.2, -0.1], [-0.1, -0.2, -0.1], [0.5, -0.6, 0.1], [-0.8, -0.5, 0.1], [-0.2, -0.4, 0.1], [0.0, 0.2, 0.0], [0.1, -0.2, 0.0], [0.5, 0.6, 0.0], [-0.8, 0.5, 0.0], [-0.2, 0.0, -0.1], [0.3, 0.2, 0.0], [-0.4, 0.3, 0.2], [0.1, 0.1, 0.1], [0.0, -0.5, -0.1], [-0.5, -0.2, -0.3], [0.0, 0.1, 0.1], [-0.1, 0.0, 0.1], [-0.3, -0.5, -0.6], [-0.1, 0.5, -0.2], [-0.1, 0.0, 0.2], [0.2, 0.0, 0.1], [0.2, 0.3, -0.3], [0.2, -0.5, -0.1], [-0.1, 0.0, -0.2], [-0.1, -0.1, -0.2], [0.1, 0.1, 0.0], [-0.2, 0.0, 0.0], [0.1, 0.2, -0.5], [0.1, 0.2, 0.2], [0.1, -0.1, 0.1], [0.1, 0.0, -0.2], [0.0, -0.1, 0.1], [0.3, 0.5, 0.1], [0.1, -0.1, -0.2], [0.0, -0.1, 0.1], [-0.1, 0.0, -0.2]], "nbo_charge": [1.0555, -0.4310, -0.5571, -0.5047, -1.3627, -0.2462, -0.0576, -0.5727, -0.6347, -0.6265, -0.0560, -0.1465, -0.6144, -0.6355, -0.6391, -0.0989, -0.1072, -0.6279, -0.5980, 0.1922, 0.2508, 0.2036, 0.1817, 0.2313, 0.2286, 0.2217, 0.2001, 0.2290, 0.2196, 0.1656, 0.2016, 0.1868, 0.1895, 0.2184, 0.3720, 0.1778, 0.2818, 0.2282, 0.1914, 0.2340, 0.2447, 0.1933, 0.2266, 0.1911], "orbital_gap_ev": [4.5, 4.5], "relative_energy_kcal_mol": 0.00, "e_lumo_ev": [4.792, 4.799], "s_squared": 1.017, "total_charge": -2, "spin_multiplicity": 2}


> Which formula does entry 3 have?

C14H25Cl3OV